[1]
A structure of composition C28H84O14S14 in a non-equilibrium geometry, computed with wB97M-V/def2-TZVPD.

HOMO-LUMO gap   4.46 eV
Highest occupied orbital energy   -5.09 eV
ΔE to the lowest compared entry with this formula, charge and spin   102.816 eV

XYZ file:
```
140
C28H84O14S14, DFT wB97M-V/def2-TZVPD
C 4.64 4.34 -28.25
S 4.78 4.86 -30.05
O 3.69 5.95 -30.29
C 6.51 5.58 -29.96
H 5.34 3.57 -27.92
H 3.72 3.80 -28.03
H 4.86 5.09 -27.48
H 7.09 5.33 -30.85
H 7.00 5.20 -29.07
H 6.40 6.66 -29.86
C 7.11 5.04 -32.54
S 6.02 3.56 -32.59
O 6.84 2.37 -33.10
C 5.06 4.21 -34.02
H 6.55 5.93 -32.24
H 7.67 5.30 -33.44
H 7.76 4.85 -31.70
H 4.54 5.13 -33.74
H 4.39 3.46 -34.44
H 5.79 4.37 -34.81
C 3.87 7.79 -27.91
S 3.65 9.58 -28.24
O 4.85 10.12 -27.45
C 4.17 9.56 -30.02
H 3.86 7.57 -26.84
H 4.86 7.47 -28.25
H 3.17 7.17 -28.46
H 5.15 9.17 -30.30
H 4.11 10.55 -30.47
H 3.46 8.91 -30.53
C 4.91 7.44 -31.34
S 6.14 8.02 -32.62
O 7.29 7.03 -32.57
C 5.38 7.65 -34.20
H 4.84 6.36 -31.44
H 3.91 7.87 -31.43
H 5.26 7.51 -30.31
H 5.17 6.60 -34.41
H 5.91 8.12 -35.03
H 4.39 8.11 -34.18
C 8.22 7.33 -30.76
S 9.00 5.75 -30.16
O 8.11 4.52 -30.51
C 10.28 5.74 -31.45
H 8.14 7.33 -31.85
H 8.80 8.14 -30.32
H 7.18 7.45 -30.45
H 9.78 5.35 -32.33
H 11.00 4.99 -31.14
H 10.70 6.72 -31.66
C 2.49 11.62 -32.99
S 2.90 9.82 -33.43
O 4.44 9.52 -33.41
C 2.36 9.24 -31.69
H 3.27 11.92 -32.29
H 1.62 11.60 -32.33
H 2.36 12.34 -33.80
H 2.40 8.17 -31.50
H 1.31 9.52 -31.57
H 2.84 9.76 -30.86
C 7.50 9.46 -29.91
S 6.43 10.52 -30.98
O 6.94 11.94 -30.60
C 7.13 10.25 -32.70
H 7.29 8.44 -30.22
H 7.35 9.61 -28.84
H 8.49 9.78 -30.22
H 7.47 9.21 -32.75
H 7.95 10.96 -32.78
H 6.38 10.43 -33.47
C 0.95 7.57 -32.85
S 2.24 7.49 -34.17
O 3.52 7.00 -33.56
C 1.54 6.06 -35.15
H -0.02 7.29 -33.26
H 0.99 8.56 -32.40
H 1.23 6.75 -32.19
H 0.48 6.11 -35.41
H 1.69 5.18 -34.52
H 2.06 5.92 -36.10
C 7.54 6.82 -35.44
S 8.20 5.16 -35.50
O 7.08 4.19 -35.13
C 8.40 5.08 -37.34
H 7.19 7.10 -34.44
H 6.70 6.94 -36.12
H 8.28 7.56 -35.73
H 9.14 5.81 -37.66
H 7.37 5.36 -37.58
H 8.64 4.04 -37.56
C 6.18 7.48 -26.93
S 6.69 8.55 -28.34
O 6.06 7.95 -29.63
C 8.50 8.03 -28.47
H 6.58 6.47 -26.85
H 5.11 7.29 -26.93
H 6.25 8.02 -25.98
H 9.07 8.66 -29.16
H 8.61 6.99 -28.76
H 8.93 8.30 -27.50
C 3.44 8.56 -35.45
S 2.42 8.02 -36.87
O 1.02 7.65 -36.38
C 2.35 9.58 -37.97
H 4.10 7.83 -34.97
H 2.85 9.08 -34.69
H 4.21 9.28 -35.71
H 3.36 9.65 -38.38
H 2.13 10.45 -37.37
H 1.50 9.48 -38.65
C 5.56 10.02 -34.52
S 7.04 9.42 -35.36
O 6.75 8.17 -36.21
C 7.08 10.78 -36.67
H 5.65 11.10 -34.45
H 5.48 9.38 -33.64
H 4.69 9.80 -35.14
H 6.17 10.95 -37.25
H 7.94 10.69 -37.33
H 7.16 11.61 -35.98
C 5.39 5.03 -37.79
S 4.77 6.51 -36.92
O 3.60 6.99 -37.76
C 4.13 5.66 -35.47
H 4.85 4.10 -37.59
H 6.40 4.78 -37.48
H 5.33 5.24 -38.86
H 3.88 6.38 -34.69
H 4.81 4.90 -35.07
H 3.23 5.13 -35.77
C 8.62 7.75 -33.51
S 10.08 7.34 -34.58
O 9.76 5.89 -35.02
C 11.46 7.23 -33.32
H 8.69 7.05 -32.68
H 7.61 7.80 -33.92
H 8.82 8.79 -33.24
H 11.27 6.45 -32.58
H 11.67 8.15 -32.76
H 12.39 7.07 -33.87
```

***

[2]
A cluster of 2 separate species, CH3ClNO in total in a non-equilibrium geometry, computed with wB97M-V/def2-TZVPD.

HOMO-LUMO gap (alpha / beta)   6.91 / 7.37 eV
Charge   -1
Highest occupied orbital energy (alpha / beta)   -2.82 / -3.29 eV
ΔE to the lowest compared entry with this formula, charge and spin   7.739 eV

XYZ file:
```
7
CH3ClNO, DFT wB97M-V/def2-TZVPD
C -0.61 -0.25 -0.03
N 0.67 0.03 -0.58
O 0.94 2.02 0.14
Cl 1.90 -0.86 0.18
H -1.22 0.64 -0.19
H -1.06 -1.10 -0.56
H -0.62 -0.48 1.05
```

***

[3]
A structure of composition C40H56CaO6P4 in a non-equilibrium geometry, computed with wB97M-V/def2-TZVPD.

HOMO-LUMO gap   8.07 eV
Charge   +2
Highest occupied orbital energy   -12.51 eV

XYZ file:
```
107
C40H56CaO6P4, DFT wB97M-V/def2-TZVPD
Ca 0.02 -0.06 -0.78
C 4.27 0.99 3.03
C 4.37 -0.21 2.11
C 3.41 -1.32 2.50
O 4.22 0.20 0.72
P 2.95 0.66 -0.07
O 1.74 -0.17 0.21
C 2.60 2.42 0.26
P 0.82 2.58 0.58
O 0.06 1.99 -0.57
O 0.58 1.78 1.91
C 0.02 2.21 3.21
C -1.33 2.89 3.05
C 1.01 3.06 3.97
O 0.46 4.05 0.94
C 0.44 5.27 0.12
C 1.76 5.99 0.28
C 0.08 4.98 -1.33
O 3.47 0.47 -1.53
C 3.43 1.21 -2.78
C 4.42 2.36 -2.80
C 2.02 1.66 -3.12
H 4.54 0.69 4.04
H 3.24 1.37 3.05
H 4.95 1.79 2.72
H 5.39 -0.59 2.13
H 2.39 -0.94 2.58
H 3.71 -1.71 3.47
H 3.44 -2.13 1.78
H 2.85 3.02 -0.62
H 3.20 2.78 1.10
H -0.11 1.25 3.72
H -1.21 3.97 2.92
H -1.93 2.72 3.94
H -1.86 2.50 2.19
H 1.23 3.98 3.43
H 1.94 2.53 4.18
H 0.57 3.34 4.93
H -0.36 5.86 0.58
H 2.57 5.45 -0.21
H 2.00 6.12 1.33
H 1.68 6.98 -0.17
H 0.88 4.43 -1.82
H -0.06 5.93 -1.85
H -0.84 4.40 -1.39
H 3.77 0.46 -3.50
H 4.05 3.24 -2.27
H 4.59 2.65 -3.84
H 5.38 2.06 -2.37
H 1.62 2.30 -2.33
H 1.37 0.79 -3.26
H 2.04 2.22 -4.05
C -1.71 -2.29 2.03
C -2.25 -0.91 1.63
P -2.50 -0.67 -0.19
C -4.07 -1.56 -0.53
C -5.20 -1.22 0.22
C -6.39 -1.91 0.04
C -6.47 -2.93 -0.89
C -5.37 -3.24 -1.68
C -4.18 -2.55 -1.50
C -3.10 1.07 -0.30
C -2.96 1.64 -1.57
C -3.41 2.92 -1.83
C -4.01 3.66 -0.82
C -4.17 3.10 0.44
C -3.72 1.81 0.70
C -0.46 -2.71 1.24
P -1.00 -3.29 -0.46
C -0.57 -5.08 -0.35
C 0.02 -5.76 -1.42
C 0.31 -7.11 -1.31
C 0.00 -7.80 -0.15
C -0.64 -7.14 0.89
C -0.94 -5.79 0.79
C 0.40 -2.75 -1.54
C 1.73 -2.97 -1.16
C 2.76 -2.79 -2.07
C 2.49 -2.40 -3.37
C 1.17 -2.19 -3.77
C 0.13 -2.35 -2.86
H -2.50 -3.04 1.89
H -1.48 -2.27 3.10
H -1.52 -0.15 1.93
H -3.19 -0.72 2.15
H -5.16 -0.41 0.93
H -7.26 -1.64 0.63
H -7.39 -3.48 -1.01
H -5.44 -4.02 -2.42
H -3.33 -2.79 -2.13
H -2.53 1.05 -2.38
H -3.31 3.34 -2.82
H -4.36 4.67 -1.01
H -4.66 3.66 1.22
H -3.86 1.40 1.69
H 0.06 -3.52 1.74
H 0.22 -1.85 1.16
H 0.26 -5.23 -2.34
H 0.77 -7.63 -2.14
H 0.24 -8.85 -0.06
H -0.92 -7.69 1.79
H -1.46 -5.30 1.60
H 1.94 -3.34 -0.17
H 3.78 -2.99 -1.77
H 3.29 -2.29 -4.08
H 0.96 -1.96 -4.81
H -0.89 -2.27 -3.21
```

***

[4]
A cluster of 2 separate species, C5H5F3N4O in total in a non-equilibrium geometry, computed with wB97M-V/def2-TZVPD.

HOMO-LUMO gap (alpha / beta)   8.48 / 7.59 eV
Highest occupied orbital energy (alpha / beta)   -8.80 / -9.54 eV
ΔE to the lowest compared entry with this formula, charge and spin   1.975 eV

XYZ file:
```
18
C5H5F3N4O, DFT wB97M-V/def2-TZVPD
C 1.52 -1.42 0.95
C 2.47 -1.94 0.05
C 0.88 -0.29 0.25
C -0.36 1.75 -0.06
C -2.29 -0.55 -0.29
N 2.20 -1.36 -1.16
N 1.37 -0.34 -0.98
N -1.10 2.57 0.74
N 0.01 0.61 0.72
O -0.01 2.03 -1.20
F -2.97 -0.95 0.82
F -3.02 -0.05 -1.24
F -1.43 -1.48 -0.76
H 1.41 -1.52 2.04
H 2.94 -2.89 0.04
H 1.10 0.20 -1.78
H -1.28 2.29 1.60
H -1.45 3.34 0.25
```

***

[5]
The ion C8H16NS with charge +1 in a non-equilibrium geometry, computed with wB97M-V/def2-TZVPD.

HOMO-LUMO gap   8.59 eV
Charge   +1
Highest occupied orbital energy   -11.88 eV
ΔE to the lowest compared entry with this formula, charge and spin   2.802 eV

XYZ file:
```
26
C8H16NS, DFT wB97M-V/def2-TZVPD
C 0.87 0.45 -2.55
C -0.46 0.55 -2.76
C 1.41 0.61 -1.21
C -0.45 0.37 -0.22
C 1.77 1.92 -0.54
C 0.48 -0.60 2.01
C -0.67 -2.08 0.46
C -0.53 -0.63 0.90
N -1.89 -0.23 1.57
S -1.64 0.16 -1.45
H 1.52 0.41 -3.40
H -0.88 0.87 -3.67
H 2.00 -0.22 -0.82
H -0.70 1.36 0.19
H 2.07 1.62 0.43
H 0.88 2.50 -0.46
H 2.42 2.42 -1.18
H 0.43 -1.39 2.76
H 0.54 0.45 2.35
H 1.48 -0.74 1.55
H -0.12 -2.09 -0.54
H -0.23 -2.71 1.21
H -1.63 -2.51 0.36
H -1.87 0.77 1.89
H -2.20 -0.87 2.29
H -2.59 -0.41 0.84
```

***

[6]
A structure of composition C43H32GeMoN6 in a non-equilibrium geometry, computed with wB97M-V/def2-TZVPD.

HOMO-LUMO gap   6.53 eV
Charge   +2
Highest occupied orbital energy   -13.64 eV

XYZ file:
```
83
C43H32GeMoN6, DFT wB97M-V/def2-TZVPD
Mo 0.48 0.40 -0.02
C 1.72 -0.94 3.98
C 1.73 -0.62 2.64
N 0.61 -0.25 2.02
C -0.53 -0.18 2.74
C -0.50 -0.53 4.08
N 0.61 -0.91 4.70
C -1.72 0.32 2.02
C -2.94 0.57 2.59
C -3.98 1.12 1.84
C -3.72 1.36 0.49
C -2.48 1.06 -0.04
N -1.50 0.57 0.72
C -2.10 1.18 -1.46
C -2.94 1.60 -2.47
N -2.60 1.54 -3.75
C -1.40 1.06 -4.03
C -0.50 0.71 -3.03
N -0.84 0.78 -1.75
C -5.31 1.43 2.45
C -6.36 1.89 1.67
C -7.58 2.16 2.28
N -7.80 2.01 3.59
C -6.78 1.57 4.33
C -5.53 1.27 3.81
H 2.64 -1.23 4.49
H 2.64 -0.65 2.05
H -1.41 -0.49 4.68
H -3.08 0.33 3.64
H -4.48 1.77 -0.16
H -3.93 1.98 -2.24
H -1.12 0.97 -5.07
H 0.50 0.38 -3.28
H -6.28 2.04 0.60
H -8.41 2.53 1.69
H -6.98 1.45 5.39
H -4.77 0.94 4.49
C 4.36 -1.38 -1.38
C 4.24 -0.18 -2.11
C 3.06 0.54 -2.13
C 1.99 0.08 -1.36
C 2.12 -1.14 -0.68
C 3.30 -1.89 -0.68
H 5.30 -1.92 -1.39
H 5.09 0.19 -2.66
H 2.98 1.45 -2.72
H 1.22 -1.59 -0.24
H 3.36 -2.86 -0.19
C 0.74 2.10 0.34
Ge 1.04 4.02 0.75
C 2.88 4.07 1.34
C 3.39 5.30 1.79
C 4.71 5.39 2.21
C 5.53 4.27 2.20
C 5.03 3.05 1.76
C 3.71 2.95 1.33
C 0.82 4.89 -0.95
C -0.21 5.78 -1.27
C -0.28 6.34 -2.54
C 0.68 6.01 -3.50
C 1.71 5.14 -3.18
C 1.78 4.58 -1.91
C -0.19 4.23 2.22
C -1.23 5.16 2.28
C -2.05 5.21 3.40
C -1.85 4.34 4.46
C -0.82 3.40 4.41
C 0.00 3.35 3.29
H 2.76 6.18 1.81
H 5.10 6.34 2.56
H 6.55 4.34 2.53
H 5.67 2.18 1.74
H 3.33 2.00 0.97
H -0.96 6.04 -0.54
H -1.07 7.03 -2.78
H 0.62 6.45 -4.48
H 2.47 4.91 -3.92
H 2.61 3.92 -1.66
H -1.39 5.86 1.47
H -2.84 5.95 3.45
H -2.49 4.39 5.33
H -0.65 2.74 5.24
H 0.83 2.64 3.26
```

***

[7]
A structure of composition C10H20BN4SiSm in a non-equilibrium geometry, computed with wB97M-V/def2-TZVPD.

HOMO-LUMO gap (alpha / beta)   7.02 / 7.34 eV
Highest occupied orbital energy (alpha / beta)   -7.32 / -7.07 eV
Multiplicity   6

XYZ file:
```
37
C10H20BN4SiSm, DFT wB97M-V/def2-TZVPD
Sm 0.00 0.00 0.00
B 1.22 2.26 2.26
N 0.41 1.14 2.94
C 0.04 1.12 4.24
C -0.65 -0.05 4.47
C -0.66 -0.71 3.25
N 0.00 0.03 2.34
N 0.41 2.94 1.14
C 0.04 4.24 1.12
C -0.65 4.47 -0.05
C -0.66 3.25 -0.71
N 0.00 2.34 0.03
H 1.50 3.09 3.09
H 2.24 1.82 1.82
H 0.25 1.89 4.96
H -1.09 -0.38 5.40
H -1.11 -1.67 3.05
H 0.25 4.96 1.89
H -1.09 5.40 -0.38
H -1.11 3.05 -1.67
C 1.58 -0.35 -2.88
Si 2.46 -1.15 -1.43
C 1.58 -2.74 -0.96
C 4.22 -1.54 -1.93
C 2.48 0.00 0.00
H 1.58 -1.02 -3.75
H 2.07 0.58 -3.17
H 0.54 -0.12 -2.63
H 1.58 -3.44 -1.80
H 0.54 -2.54 -0.68
H 2.08 -3.22 -0.12
H 4.24 -2.23 -2.78
H 4.76 -2.01 -1.10
H 4.76 -0.63 -2.21
H 2.85 1.03 -0.16
H 2.85 -0.38 0.97
H -2.12 0.00 0.00
```

***

[8]
A cluster of 2 separate species, C10H16 in total in a non-equilibrium geometry, computed with wB97M-V/def2-TZVPD.

HOMO-LUMO gap   9.79 eV
Highest occupied orbital energy   -8.83 eV
ΔE to the lowest compared entry with this formula, charge and spin   1.866 eV

XYZ file:
```
26
C10H16, DFT wB97M-V/def2-TZVPD
C 1.46 -1.97 -0.35
C 1.10 -3.05 -1.34
C 0.15 -1.48 0.26
C -0.25 -1.88 1.52
C -0.37 -0.32 -0.29
C -1.12 -1.13 2.31
C -1.13 0.55 0.55
C -1.41 0.17 1.84
H 1.89 -2.42 0.55
H 2.05 -1.17 -0.86
H 1.86 -3.84 -1.42
H -0.13 -2.93 1.79
H -0.29 -0.19 -1.36
H -1.38 -1.27 3.40
H -1.55 1.45 0.13
H -1.90 0.86 2.51
H 0.73 -2.67 -2.28
H 0.25 -3.73 -1.04
C -0.22 4.01 -1.16
C 1.07 3.83 -1.98
H -1.11 4.42 -1.61
H -0.52 3.01 -0.84
H 0.03 4.65 -0.30
H 1.24 4.69 -2.60
H 1.27 2.79 -2.38
H 1.91 3.84 -1.26
```